94
Properties=species:S:1:pos:R:3:lowdin_charge:R:1 method="wB97M-V/def2-TZVPD" total_charge=-1 lumo_energy_ev=2.40 orbital_gap_ev=6.92
Tl 0.12805 0.18627 -0.04343 0.746
C -1.08392 0.61578 -3.67210 -0.031
C -1.82175 -0.53853 -3.08151 -0.350
C -2.62317 -1.48600 -3.74549 0.000
C -3.07504 -2.33426 -2.75443 -0.287
C -3.95275 -3.53515 -2.90096 -0.032
N -2.56671 -1.89524 -1.58278 0.021
N -1.79999 -0.80277 -1.78340 0.052
B -2.75860 -2.51390 -0.18423 -0.512
N -3.18556 -1.42345 0.82450 0.026
N -2.38417 -0.39905 1.17248 0.045
C -3.05825 0.35854 2.02516 -0.368
C -2.46981 1.58733 2.63898 -0.055
C -4.33830 -0.18743 2.23857 -0.002
C -4.37887 -1.32193 1.45170 -0.286
C -5.51786 -2.27250 1.27268 -0.037
N -1.44143 -3.19658 0.26748 0.032
N -0.31073 -2.50381 0.50333 0.055
C 0.62292 -3.37710 0.86141 -0.380
C 2.00397 -2.95818 1.25403 -0.054
C 0.08440 -4.67757 0.84573 -0.006
C -1.23386 -4.51682 0.46314 -0.284
C -2.26750 -5.58042 0.27994 -0.032
H -0.87010 0.43507 -4.72504 0.080
H -1.67558 1.53251 -3.59974 0.066
H -0.14870 0.77447 -3.13926 0.024
H -2.83226 -1.54776 -4.80143 0.097
H -4.22886 -3.64756 -3.94821 0.073
H -3.43476 -4.44076 -2.58019 0.064
H -4.86148 -3.44163 -2.30415 0.072
H -3.61811 -3.34240 -0.23311 0.105
H -1.59050 1.89904 2.07376 0.027
H -3.19942 2.39926 2.64485 0.072
H -2.16826 1.40531 3.67167 0.059
H -5.12457 0.19305 2.87107 0.097
H -6.34943 -1.95005 1.89760 0.072
H -5.84679 -2.29649 0.23254 0.077
H -5.24229 -3.28824 1.56055 0.073
H 2.24848 -1.99015 0.81823 0.036
H 2.07020 -2.84739 2.33807 0.070
H 2.73533 -3.70863 0.94736 0.074
H 0.58484 -5.60415 1.07825 0.098
H -1.83917 -6.54519 0.54740 0.073
H -3.14007 -5.39795 0.90826 0.074
H -2.60560 -5.62555 -0.75635 0.065
N 4.50943 0.39995 -0.59381 0.198
C 4.41465 0.72989 0.69306 -0.427
N 5.45992 1.33753 1.27604 0.169
C 5.28621 1.62351 2.55440 -0.469
N 6.33935 2.18614 3.21788 0.132
N 4.18552 1.38181 3.27286 0.153
C 3.22020 0.74365 2.60596 -0.283
N 3.28191 0.37674 1.34352 0.177
C 1.98743 0.44184 3.39137 -0.200
C 1.87255 0.97335 4.67508 -0.019
C 0.74320 0.68953 5.42270 -0.069
C -0.23400 -0.12174 4.87412 -0.071
C -0.04932 -0.59134 3.58186 -0.145
N 1.02369 -0.31570 2.85137 0.086
H 5.22264 0.85180 -1.14455 0.102
H 3.64116 0.15188 -1.06123 0.079
H 7.04458 2.60274 2.63482 0.089
H 6.11819 2.64214 4.08501 0.088
H 2.66287 1.59935 5.06099 0.097
H 0.63291 1.09598 6.42035 0.102
H -1.12504 -0.37937 5.43159 0.105
H -0.79264 -1.20860 3.08818 0.102
C -1.60636 5.06727 0.79200 -0.321
P -1.23134 3.56963 -0.24676 0.769
C -0.80374 4.46331 -1.79899 -0.331
C -2.96645 3.11192 -0.70117 -0.292
H -2.28889 5.75377 0.28488 0.027
H -0.66955 5.58375 1.00658 0.026
H -2.04892 4.75293 1.73878 0.014
H -1.57553 5.18868 -2.06933 0.031
H -0.67573 3.72921 -2.59279 0.008
H 0.15225 4.96963 -1.66663 0.031
H -3.53240 3.98107 -1.04544 0.032
H -3.46934 2.66228 0.15622 0.016
H -2.92523 2.35984 -1.49119 0.025
Se 3.38218 2.00193 -4.19157 0.370
C 2.21697 2.18971 -2.84753 -1.004
N 1.45948 2.31161 -1.97248 -0.012
C 3.56540 -2.60642 -4.60062 -0.098
N 2.80430 -1.64764 -3.84108 0.019
C 2.13644 -1.88327 -2.68947 -0.604
N 2.01662 -3.18036 -2.27595 0.197
O 1.61882 -0.95346 -2.06385 -0.133
H 3.76075 -2.18921 -5.58614 0.082
H 3.00028 -3.53190 -4.73104 0.076
H 4.52776 -2.84149 -4.13049 0.080
H 2.93347 -0.65691 -4.04476 0.032
H 2.66364 -3.88454 -2.57830 0.083
H 1.56196 -3.29953 -1.38392 0.073

90
Properties=species:S:1:pos:R:3:lowdin_charge:R:1 method="wB97M-V/def2-TZVPD" smiles="C/C(Cl)=C(/Cl)P(CCC(N)=O)C[C@@H](C)Br.O=C1CCCO1.O=C1CCCO1.O=C1CCCO1.O=C1CCCO1.O=C1CCCO1" total_charge=0 lumo_energy_ev=0.36 relative_energy_ev=0.000 orbital_gap_ev=8.51
C 0.66684 1.88939 2.78062 -0.141
C 0.47093 3.20182 2.09864 -0.800
Cl -0.91985 3.31961 1.08143 0.676
C 1.28050 4.26363 2.28552 -0.860
Cl 0.85725 5.79716 1.59180 0.664
P 2.71471 4.25538 3.41613 1.000
C 3.73206 5.73617 2.97218 -0.359
C 4.01390 6.15221 1.50541 -0.194
C 4.25785 5.01363 0.54370 -0.518
N 5.61902 4.53997 0.42986 0.093
O 3.39213 4.52024 -0.13304 0.088
C 3.84590 2.86999 2.90922 -0.387
C 4.59037 2.21397 4.08189 -0.802
C 5.18382 3.18297 5.08951 -0.181
Br 3.48370 0.92196 5.03349 0.693
H 1.08651 2.08907 3.76194 0.028
H 1.32052 1.25358 2.19232 0.066
H -0.27289 1.36448 2.91172 0.078
H 3.20480 6.56327 3.44269 0.066
H 4.68381 5.65787 3.48878 0.062
H 4.92820 6.74629 1.50914 0.107
H 3.22897 6.79470 1.12772 0.072
H 6.07696 4.58465 1.33452 0.069
H 6.13054 5.17880 -0.17050 0.090
H 3.31134 2.12410 2.33439 0.070
H 4.63565 3.23535 2.25134 0.059
H 5.39159 1.62815 3.64244 0.082
H 5.91484 2.66107 5.70109 0.074
H 4.41283 3.59942 5.72737 0.058
H 5.71585 3.96652 4.55190 0.065
O 0.55098 -0.89752 1.08103 0.087
C 0.06935 -0.77971 -0.01452 -0.496
C -1.36926 -0.45781 -0.33677 -0.069
C -1.47240 -0.83344 -1.81159 -0.137
C -0.04599 -0.61611 -2.29187 -0.134
O 0.78693 -0.90264 -1.14237 0.041
H -1.52813 0.60844 -0.16208 0.104
H -2.03957 -1.04414 0.28026 0.097
H -2.20650 -0.26167 -2.37562 0.121
H -1.72832 -1.89020 -1.89230 0.096
H 0.13395 0.41478 -2.59454 0.121
H 0.23341 -1.28289 -3.09952 0.103
O -0.09224 2.99323 -4.63245 0.116
C 0.98833 3.49730 -4.55435 -0.489
C 1.99690 3.38882 -3.42385 -0.075
C 2.95282 4.54236 -3.71871 -0.159
C 2.84310 4.66063 -5.23408 -0.158
O 1.49590 4.26794 -5.54669 0.021
H 2.48861 2.41716 -3.49311 0.133
H 1.50420 3.47768 -2.45980 0.122
H 3.97009 4.37709 -3.37139 0.113
H 2.57966 5.45160 -3.24626 0.118
H 3.52668 3.98545 -5.75378 0.125
H 3.00123 5.67166 -5.60122 0.122
O -3.05382 -3.04528 0.46283 0.109
C -2.35505 -3.87636 0.96809 -0.468
C -0.96685 -4.30317 0.53805 -0.056
C -0.77479 -5.61849 1.29397 -0.141
C -1.64803 -5.40008 2.52499 -0.145
O -2.72644 -4.55341 2.07851 0.014
H -0.26079 -3.53407 0.85971 0.128
H -0.91623 -4.40862 -0.54300 0.115
H 0.25940 -5.84479 1.54191 0.118
H -1.16928 -6.44561 0.70217 0.117
H -1.11582 -4.87999 3.32332 0.129
H -2.07232 -6.31823 2.92322 0.123
O -0.33586 -3.75347 -3.08438 0.114
C -1.05991 -3.77741 -4.03669 -0.486
C -2.01482 -4.87551 -4.46488 -0.068
C -2.33362 -4.49651 -5.91187 -0.148
C -2.16843 -2.98074 -5.87927 -0.143
O -1.14786 -2.73715 -4.89337 0.021
H -2.89617 -4.82981 -3.82295 0.133
H -1.54245 -5.84820 -4.36551 0.125
H -3.31800 -4.80994 -6.25139 0.116
H -1.59077 -4.93503 -6.57886 0.118
H -3.07889 -2.46936 -5.56174 0.129
H -1.84130 -2.56070 -6.82630 0.126
O -9.18684 -5.13514 2.16391 0.117
C -8.09225 -4.66358 2.25286 -0.495
C -7.09173 -4.83455 3.38365 -0.074
C -6.09402 -3.70550 3.12610 -0.149
C -6.19158 -3.54479 1.61501 -0.154
O -7.55488 -3.88504 1.28750 0.025
H -6.63348 -5.81990 3.28618 0.128
H -7.59188 -4.76031 4.34468 0.122
H -5.08081 -3.91176 3.46228 0.104
H -6.43620 -2.79396 3.61812 0.118
H -5.52601 -4.22572 1.08404 0.114
H -5.99058 -2.53127 1.28146 0.124

87
Properties=species:S:1:pos:R:3:lowdin_spin:R:1 method="wB97M-V/def2-TZVPD" total_charge=-1 spin_multiplicity=2 lumo_energy_ev="2.53 / 2.52" relative_energy_ev=0.083 orbital_gap_ev="4.79 / 5.09"
Ce -0.46652 0.36916 2.14408 0.743
Cl -3.02783 0.67004 1.42484 -0.008
P -0.52334 0.20016 -0.97419 -0.001
C -1.31195 1.20765 4.28486 0.159
H -0.57514 1.97421 4.56518 0.021
H -2.30345 1.54312 3.94069 0.008
C 0.86427 -0.71167 -1.83953 0.000
C -0.44254 2.02854 -1.39124 0.001
C 2.21396 -0.08521 -1.48012 0.000
H 0.80757 -1.69495 -1.33434 0.000
C 3.37855 -0.98968 -1.90589 0.000
H 2.31308 0.88783 -1.98575 0.000
H 2.28084 0.11001 -0.40577 0.000
C 3.30112 -1.39158 -3.38007 0.000
H 4.32477 -0.47299 -1.70642 0.000
H 3.36788 -1.88893 -1.27298 0.000
C 1.91664 -1.90724 -3.78289 0.000
H 3.57213 -0.53112 -4.00646 0.000
H 4.05355 -2.16127 -3.57670 0.000
C 0.78226 -0.96585 -3.34539 0.000
H 1.87936 -2.05823 -4.86778 0.000
H 1.75876 -2.89116 -3.32024 0.000
H 0.87986 -0.00900 -3.87913 0.000
H -0.18358 -1.40421 -3.62363 0.000
C -2.14353 -0.38710 -1.70447 0.000
C 0.08504 2.38687 -2.78218 0.000
H -1.51033 2.30873 -1.33874 0.000
C -0.17382 3.87517 -3.04683 0.000
H 1.16643 2.19182 -2.82924 0.000
H -0.39362 1.77825 -3.56310 0.000
C 0.46047 4.77059 -1.97871 0.000
H 0.22126 4.14504 -4.03134 0.000
H -1.25851 4.04888 -3.07943 0.000
C 0.16352 4.33440 -0.54123 0.000
H 1.54672 4.80418 -2.13121 0.000
H 0.11566 5.79933 -2.11268 0.000
C 0.30430 2.82021 -0.30399 0.004
H 0.82877 4.86620 0.14926 0.000
H -0.86157 4.62848 -0.27260 0.000
H 1.36897 2.52989 -0.30860 0.000
H -0.09963 2.59583 0.70709 0.002
C -2.20632 -1.91902 -1.68765 -0.001
H -2.85985 -0.00613 -0.95319 0.000
C -3.59101 -2.42776 -2.10727 0.000
H -1.45433 -2.31416 -2.38629 0.000
H -1.96553 -2.30193 -0.68454 -0.001
C -4.08207 -1.82567 -3.42841 0.000
H -3.56764 -3.52029 -2.17970 0.000
H -4.30249 -2.17162 -1.31149 0.000
C -3.94770 -0.29943 -3.46655 0.000
H -3.52711 -2.26684 -4.26754 0.000
H -5.13316 -2.09511 -3.57686 0.000
C -2.54614 0.18300 -3.06685 0.000
H -4.19797 0.07703 -4.46595 0.000
H -4.68036 0.13656 -2.77352 0.000
H -1.82290 -0.14549 -3.82937 0.000
H -2.53442 1.28180 -3.04720 0.000
C -0.46074 -1.74946 2.03514 -0.144
C -1.07077 -0.13627 4.54087 0.214
H -0.16268 -1.86215 0.96583 -0.011
C -2.20285 -1.09580 4.85154 0.033
H -0.06418 -0.52948 4.79232 0.013
C -1.85165 -2.59309 4.85002 0.001
H -2.55269 -0.85052 5.87189 0.012
H -3.04656 -0.88573 4.17236 0.004
C -1.82382 -3.26706 3.46909 -0.005
H -0.90051 -2.74016 5.37320 0.000
H -2.60450 -3.11351 5.45958 0.000
C -0.50031 -3.07383 2.71086 -0.023
H -1.98292 -4.34218 3.60983 -0.001
H -2.65065 -2.89048 2.85620 -0.001
H 0.34181 -3.16129 3.41870 -0.008
H -0.40056 -3.89908 1.98248 -0.001
F 1.98376 2.67734 3.40817 0.000
C 2.75444 1.66355 3.90379 0.000
F 3.95915 2.16274 4.26641 0.000
F 2.12424 1.22497 5.03855 0.000
C 2.86732 0.54187 2.84414 -0.001
O 1.67962 0.34414 2.15925 -0.009
C 3.98748 0.92382 1.84908 0.000
F 5.22722 0.99260 2.38600 0.000
F 4.04693 0.01254 0.84517 0.000
F 3.69721 2.12683 1.27689 0.000
C 3.25975 -0.73509 3.60910 0.000
F 4.28007 -0.52246 4.47977 0.000
F 2.19606 -1.20109 4.33109 0.000
F 3.60900 -1.73106 2.76196 0.000

| no. | calculated total energy (eV) |
| --- | --- |
| 1 | -135216.506 |
| 2 | -159192.864 |
| 3 | -92050.069 |